No. 1
Computed, not measured: 2 unconnected molecules or ions with the total composition C4H8N at a distorted geometry, with ωB97M-V/def2-TZVPD.

Output
net charge	+1
energy above the lowest of the compared OMol25 structures with the same formula, charge and spin	78.55	kcal per mole
frontier orbital gap	11.1	eV
strongest force on any atom	3.89	eV/Å

```
13
Properties=species:S:1:pos:R:3:forces:R:3:nbo_charge:R:1
C 2.89525 0.23232 0.47982 2.28 1.36 0.94 -0.44
C 2.14011 -0.38115 -0.36153 -3.40 -1.71 -0.81 -0.01
C 0.04788 -0.09537 -0.17544 -0.67 -0.42 -0.12 0.20
C -2.53179 0.19760 -0.09649 1.02 0.98 -0.86 -0.43
N -1.18748 -0.48588 0.07618 1.19 -1.95 1.22 -0.47
H 2.59450 0.80769 1.37359 -0.28 -0.47 -0.71 0.27
H 4.04775 0.33751 0.34593 -2.10 -0.68 -0.17 0.30
H 2.09117 -1.10465 -1.21925 0.48 1.21 1.11 0.27
H -0.04770 0.83001 -0.67228 0.33 1.42 -0.57 0.16
H -2.48881 1.29411 0.00621 0.45 -0.53 -0.16 0.24
H -3.06482 -0.05994 -1.01454 0.71 -0.13 -0.22 0.25
H -3.14726 -0.16349 0.67027 -0.66 -0.53 1.33 0.23
H -1.34880 -1.40876 0.58751 0.66 1.46 -0.98 0.43
```
Positions in Å, forces in eV/Å.

No. 2
Computed, not measured: a molecular structure, C5H13N2O at a distorted geometry, with ωB97M-V/def2-TZVPD.

Output
net charge	-1
energy above the lowest of the compared OMol25 structures with the same formula, charge and spin	106.43	kcal per mole
frontier orbital gap	4.9	eV
strongest force on any atom	6.27	eV/Å

```
21
Properties=species:S:1:pos:R:3:forces:R:3:nbo_charge:R:1
C -0.44202 -0.79649 -1.56895 -1.02 -1.16 1.11 -0.19
N -0.16616 -2.15650 -1.21778 0.62 -0.38 -0.50 -1.11
C -2.76839 -1.90562 0.40462 1.42 -0.34 -0.09 0.25
O -3.90172 -1.83890 0.00225 -0.27 -0.03 0.11 -0.58
C 0.61295 0.25627 -1.22414 0.22 0.98 -2.77 -0.43
C 0.79453 0.44719 0.24669 -0.23 -1.18 1.42 -0.42
C 1.41592 1.70772 0.84899 -0.70 0.00 -6.23 -0.30
N 0.84405 2.00564 2.18573 3.41 -0.94 -0.60 -0.81
H -1.34475 -0.49916 -0.95702 -0.12 0.76 -0.17 0.08
H -0.84757 -0.71731 -2.60869 0.75 0.04 0.36 0.15
H 0.40494 -2.16943 -0.36822 -0.04 0.12 -0.09 0.27
H -1.87166 -2.40781 -0.10536 -0.77 0.32 -0.29 0.21
H -2.44474 -1.44641 1.37255 -0.48 0.18 0.14 0.05
H 0.28444 1.15816 -1.77740 -0.26 0.38 0.77 0.17
H 1.52919 0.06578 -1.84380 -0.17 -0.41 1.04 0.18
H 1.35249 -0.43336 0.60792 -0.03 0.16 0.04 0.19
H -0.17055 0.33976 0.75316 -0.23 0.06 -0.31 0.21
H 2.52437 1.49016 0.66791 -0.58 0.76 1.07 0.16
H 1.78581 1.45531 2.17342 -1.26 0.51 4.17 0.40
H 1.18771 2.96220 2.31409 -0.16 -0.12 0.53 0.33
H 1.22116 2.48280 0.09404 -0.10 0.30 0.29 0.18
```
Positions in Å, forces in eV/Å.

No. 3
Computed, not measured: 2 unconnected molecules or ions with the total composition C2H3Cl3OSi at a distorted geometry, with ωB97M-V/def2-TZVPD.

Output
energy above the lowest of the compared OMol25 structures with the same formula, charge and spin	95.40	kcal per mole
frontier orbital gap (alpha / beta)	6.0 / 9.1	eV
strongest force on any atom	3.99	eV/Å

```
10
Properties=species:S:1:pos:R:3:forces:R:3:nbo_charge:R:1
C -1.39158 0.79487 0.80203 -3.97 -0.41 0.23 -0.17
C -0.22273 1.56961 0.64713 0.90 -2.64 -1.56 0.07
O -0.68142 1.47151 1.85682 0.02 0.92 2.68 -0.42
Si 1.19611 -1.47292 -1.02049 -0.04 0.22 0.69 1.07
Cl 3.10172 -1.13077 -0.29143 -0.21 -0.14 -0.28 -0.37
Cl 0.69665 -3.45075 -0.70219 0.12 0.18 -0.11 -0.37
Cl 1.04354 -1.03544 -3.00824 0.14 -0.04 -0.17 -0.37
H -2.37060 1.29885 0.63664 0.64 -0.02 -0.16 0.17
H -1.69368 -0.25800 1.02622 1.61 0.44 -0.64 0.20
H 0.32198 2.21304 0.05351 0.81 1.50 -0.67 0.20
```
Positions in Å, forces in eV/Å.

No. 4
Computed, not measured: 2 unconnected molecules or ions with the total composition CH5O4P2 at a distorted geometry, with ωB97M-V/def2-TZVPD.

Output
net charge	-1
energy above the lowest of the compared OMol25 structures with the same formula, charge and spin	55.08	kcal per mole
frontier orbital gap	7.7	eV
strongest force on any atom	6.62	eV/Å

```
12
Properties=species:S:1:pos:R:3:forces:R:3:nbo_charge:R:1
C -0.73335 0.95234 2.39449 1.55 -0.33 0.00 -1.11
O 2.30834 -1.84231 -1.19859 -0.78 -3.80 -5.36 -0.98
O 1.10322 0.30702 0.67667 1.31 -0.62 -1.18 -1.17
O -2.88126 0.70965 -1.34602 -0.73 0.79 -0.24 -1.12
O -0.43144 0.37519 -2.15684 0.40 -1.03 1.62 -1.04
P -1.67485 -0.06882 -1.04956 1.23 -0.83 -0.80 1.29
P -0.29587 0.81110 0.76415 -0.88 0.59 2.67 1.21
H 0.18263 0.68145 3.10014 -2.33 0.74 -1.22 0.22
H 1.45570 -1.98542 -1.74208 2.01 0.95 2.20 0.48
H -1.69241 1.36415 2.72671 0.53 -0.24 0.09 0.21
H 2.28774 -1.29381 -0.48845 -1.37 2.91 3.21 0.50
H 0.37156 -0.01055 -1.68063 -0.94 0.85 -0.99 0.48
```
Positions in Å, forces in eV/Å.

No. 5
Computed, not measured: 8 unconnected molecules or ions with the total composition C28H65Cl10N3 at a distorted geometry, with ωB97M-V/def2-TZVPD.

Output
energy above the lowest of the compared OMol25 structures with the same formula, charge and spin	11.33	kcal per mole
frontier orbital gap	8.0	eV
SMILES	CCN(CC)CC.CCN(CC)CC.CCN(CC)CC.ClCCCl.ClCCCl.ClCCCl.ClCCCl.ClCCCl
strongest force on any atom	9.66	eV/Å

```
106
Properties=species:S:1:pos:R:3:forces:R:3:lowdin_charge:R:1
Cl 1.15892 -3.16690 -7.77231 -0.58 -0.27 0.43 0.55
C -0.38408 -3.53290 -6.91431 -1.31 -2.74 -0.52 -0.63
C -0.18108 -3.73390 -5.41631 2.85 -0.31 -4.39 -0.66
Cl 0.56192 -5.30290 -5.24531 1.17 -1.05 0.44 0.59
H -0.86808 -4.44990 -7.34531 0.95 0.60 0.11 0.08
H -1.06408 -2.79790 -7.18531 -1.00 1.90 -0.10 0.04
H -0.82008 -3.76590 -4.66431 -4.02 0.63 2.39 -0.02
H 0.46692 -2.93190 -5.33231 1.98 1.28 1.67 0.02
Cl 0.23792 3.60510 0.31469 0.03 -0.26 0.55 0.50
C -0.74908 3.22910 1.80169 3.48 2.33 2.49 -0.58
C 0.01292 2.14410 2.74269 -2.31 3.00 -1.58 -0.65
Cl -0.96408 1.85910 4.19969 -0.11 -0.49 -0.34 0.56
H -1.59808 2.88010 1.41469 -3.49 -1.66 -1.24 -0.04
H -0.98308 4.27510 2.26969 0.68 -2.18 -0.44 0.11
H 0.86692 2.62810 3.09869 1.56 0.35 0.30 0.01
H 0.22692 1.33310 2.08769 0.04 -1.11 0.23 0.00
Cl 3.86792 -3.30790 1.25869 -0.22 0.27 -1.35 0.56
C 3.14692 -3.01090 -0.43231 4.47 -2.54 -1.13 -0.59
C 2.43992 -4.23890 -0.87231 -2.02 -0.71 -1.30 -0.61
Cl 0.98792 -4.50490 0.19969 -0.19 0.25 -0.30 0.54
H 4.02092 -2.80190 -1.23031 -1.88 -0.16 2.13 0.14
H 2.47892 -2.26390 -0.32631 -1.81 2.87 0.27 -0.03
H 2.93492 -5.18390 -0.65331 0.57 0.34 -0.82 0.05
H 2.02292 -4.11890 -1.98031 1.08 -0.45 2.35 0.12
Cl -2.26308 0.92610 -0.83431 0.25 -0.07 0.18 0.59
C -0.69208 0.10710 -0.84931 -0.12 -1.17 -3.39 -0.68
C -0.78208 -1.42090 -1.04631 -1.61 -0.29 2.33 -0.67
Cl -1.53208 -1.79890 -2.61031 -0.07 -0.42 0.32 0.57
H -0.22508 0.09510 0.05069 1.24 1.11 3.03 -0.02
H -0.01208 0.56810 -1.64531 -1.16 -0.58 1.10 0.08
H -1.24608 -2.00890 -0.03531 0.55 1.70 -3.16 0.14
H 0.21492 -1.79190 -1.03231 0.91 -0.30 -0.36 0.01
Cl 2.99492 0.63610 3.89369 -0.51 0.38 0.70 0.61
C 4.07392 -0.26990 2.85169 -0.80 1.66 -1.95 -0.68
C 4.20192 0.49210 1.50469 1.22 -0.76 -0.24 -0.60
Cl 2.59092 0.64810 0.71169 0.25 0.06 0.07 0.54
H 3.63692 -1.17690 2.67169 -0.93 -2.40 -0.09 -0.05
H 4.97292 -0.34090 3.36669 1.80 -0.22 0.57 0.05
H 4.85292 -0.08290 0.61569 -1.21 1.91 2.95 0.14
H 4.49192 1.48510 1.96669 0.16 -0.61 -1.97 0.07
C -2.32108 -4.53090 5.05769 1.30 0.89 -1.93 -0.06
C -1.47608 -3.57090 4.16869 0.82 -1.94 -1.62 -0.20
N -0.13608 -3.26990 4.73169 -3.18 -1.34 2.32 -0.18
C 0.78192 -2.76290 3.81869 6.22 -6.70 2.00 -0.42
C 0.41792 -2.06890 2.71269 -0.54 7.33 -5.92 -0.20
C -0.37408 -2.38790 5.86569 6.25 3.13 -0.45 -0.25
C 0.68492 -2.61990 6.96869 -0.51 2.62 -1.20 -0.08
H -1.68508 -5.32190 5.30269 1.23 -1.26 0.65 0.06
H -3.14508 -5.01290 4.61069 -0.95 -0.23 -1.45 0.05
H -2.75108 -4.17290 5.91569 -0.53 1.52 2.36 0.04
H -1.79608 -2.56390 3.99769 -1.71 0.29 -0.57 0.10
H -1.34408 -4.14690 3.15169 -0.15 1.30 1.73 0.15
H 1.37892 -3.68990 3.27969 -1.10 1.02 1.79 0.14
H 1.70792 -2.26790 4.36869 -2.09 -0.68 -0.92 0.15
H -0.39108 -2.14990 1.91869 0.34 -1.01 1.81 0.07
H 1.33992 -2.06290 1.97469 -1.48 0.71 1.61 0.07
H 0.25092 -1.04990 3.23669 0.01 -0.28 -2.00 0.09
H -1.21108 -2.18890 6.44169 -2.73 -0.72 -0.12 0.09
H 0.02392 -1.32090 5.61269 -1.40 -1.04 -0.40 0.13
H 0.27292 -1.96190 7.75069 1.41 0.11 0.19 0.09
H 1.74192 -2.58390 6.63569 -0.67 0.75 0.39 0.08
H 0.53492 -3.55090 7.27069 -0.48 -4.33 1.72 0.01
C -4.89608 4.11810 3.81469 -1.77 0.80 0.10 -0.09
C -4.97708 5.02210 2.46069 -1.27 -1.07 0.01 -0.20
N -4.69708 4.16010 1.24569 2.04 4.15 1.35 -0.23
C -5.23408 2.91010 1.10069 6.65 -1.81 4.09 -0.39
C -6.53508 2.62510 1.48469 -3.90 -0.67 -5.21 -0.11
C -4.64708 4.98310 0.05269 -2.40 1.62 0.79 -0.28
C -3.37008 4.83410 -0.68031 0.91 -5.86 3.24 -0.09
H -4.79008 4.78910 4.81269 -0.51 -1.66 -2.47 0.11
H -4.04708 3.42410 3.75269 0.12 0.59 -0.10 0.03
H -5.79808 3.38310 3.83569 1.33 1.60 0.47 0.07
H -4.22408 5.81910 2.63569 -0.16 -0.57 -0.76 0.09
H -5.99008 5.62010 2.14469 1.80 -1.38 1.68 0.14
H -4.61108 2.14610 1.78969 -0.33 1.55 -0.27 0.14
H -4.74308 2.41910 0.29569 -0.86 -0.05 -1.96 0.10
H -7.20608 3.03410 2.12969 -1.08 2.67 1.73 0.06
H -6.47708 1.70210 1.85869 -0.44 -4.14 0.93 0.05
H -6.96008 2.59110 0.44169 -1.36 -0.35 1.20 0.12
H -4.81108 6.10710 0.47069 0.41 -2.34 -1.56 0.15
H -5.54008 4.68510 -0.55731 0.50 0.71 0.05 0.12
H -2.64608 4.86710 0.13369 0.47 0.31 -0.04 0.05
H -3.13108 5.53610 -1.31831 0.95 3.42 -3.69 0.01
H -3.12908 3.72410 -1.07231 -1.01 2.48 0.40 0.10
C 5.26592 2.05710 -5.93531 0.87 -1.80 0.99 -0.06
C 3.87092 2.17410 -5.26031 3.74 -6.97 -2.60 -0.16
N 3.42992 0.84510 -4.82131 1.44 -0.53 -1.95 -0.21
C 2.56092 0.80410 -3.78331 5.34 3.26 2.73 -0.38
C 1.44192 1.57310 -3.72131 -7.14 0.99 -3.92 -0.10
C 3.10092 -0.20690 -5.69831 0.20 1.02 -4.33 -0.22
C 3.54892 -1.57390 -5.14031 3.30 2.41 -8.00 -0.06
H 6.11192 2.00010 -5.21931 -0.54 -0.85 -0.14 0.08
H 5.53492 2.94010 -6.39431 0.04 2.30 -1.36 0.03
H 5.36092 1.27310 -6.77731 -0.34 0.95 1.71 0.10
H 3.36692 2.41210 -6.06031 -3.69 1.85 -4.13 0.06
H 3.78592 2.86810 -4.59231 -0.28 3.78 4.35 0.07
H 3.25692 1.25910 -3.09531 0.18 1.47 1.59 0.14
H 2.69092 0.01310 -3.20831 -0.93 -5.06 1.76 0.08
H 1.09092 2.22110 -4.51731 2.23 1.79 -0.80 0.10
H 1.16692 2.10310 -2.89931 -0.73 0.92 2.74 0.05
H 0.57792 1.09010 -4.22931 -0.82 -1.52 1.77 0.10
H 3.66792 0.13810 -6.70431 -1.28 -1.70 1.80 0.14
H 1.90492 -0.17690 -6.04131 2.65 -0.45 0.91 0.16
H 3.37592 -2.34190 -5.85031 -0.76 -0.77 -0.89 0.04
H 3.16792 -1.83790 -4.34631 -4.80 -2.25 8.07 -0.04
H 4.57592 -1.78490 -4.92631 1.31 1.15 -0.21 0.08
```
Positions in Å, forces in eV/Å.

No. 6
Computed, not measured: a single C3H2N4 molecule at a distorted geometry, with ωB97M-V/def2-TZVPD.

Output
energy above the lowest of the compared OMol25 structures with the same formula, charge and spin	14.30	kcal per mole
frontier orbital gap	10.9	eV
SMILES	N#Cc1c[nH]nn1
strongest force on any atom	1.09	eV/Å

```
9
Properties=species:S:1:pos:R:3:forces:R:3:nbo_charge:R:1
N -0.55547 2.59748 -1.73296 -0.14 -1.00 0.40 -0.28
C -0.54499 1.62232 -1.11092 0.16 0.80 -0.14 0.26
C -0.38453 0.48870 -0.24566 0.30 0.19 0.02 -0.08
C 0.62820 -0.44585 -0.27906 -0.51 0.17 0.06 -0.03
N 0.37859 -1.18613 0.81752 0.17 -0.03 -0.14 -0.33
N -0.68555 -0.73954 1.50112 0.01 0.08 -0.22 -0.03
N -1.15162 0.28299 0.87158 0.19 -0.17 -0.25 -0.18
H 1.44514 -0.59956 -0.97049 -0.18 -0.07 0.20 0.25
H 0.86432 -2.00634 1.14055 0.00 0.03 0.07 0.42
```
Positions in Å, forces in eV/Å.

No. 7
Computed, not measured: a molecular structure, C23H35AsINO4PdS at a distorted geometry, with ωB97M-V/def2-TZVPD.

Output
net charge	-2
energy above the lowest of the compared OMol25 structures with the same formula, charge and spin	134.57	kcal per mole
frontier orbital gap	2.5	eV
strongest force on any atom	1.33	eV/Å

```
67
Properties=species:S:1:pos:R:3:forces:R:3:nbo_charge:R:1
Pd 0.74730 -0.27900 -0.01430 0.81 -0.45 0.38 0.61
C -1.76550 1.81020 1.79890 -0.05 0.16 0.03 -0.25
O -1.76440 1.32880 0.47630 -0.13 0.27 0.01 -0.52
C -2.90650 0.60850 0.13490 -0.26 -0.46 0.00 -0.07
C -2.99970 -0.71560 0.90440 -0.20 0.30 -0.06 -0.08
O -1.72560 -1.29320 0.93760 -0.17 0.35 -0.08 -0.54
C -1.74070 -2.56580 1.52870 0.13 -0.44 0.23 -0.26
H -2.74540 2.24920 2.04250 0.03 -0.01 0.04 0.14
H -0.99600 2.57660 1.84610 -0.18 -0.01 0.18 0.21
H -1.51580 1.03080 2.52650 -0.02 -0.01 -0.07 0.18
H -2.82300 0.41180 -0.93790 -0.04 -0.02 0.12 0.20
H -3.82160 1.20740 0.32030 0.14 -0.18 -0.05 0.15
H -3.72060 -1.38830 0.40730 0.07 0.13 0.04 0.17
H -3.37220 -0.53820 1.93260 0.11 -0.07 -0.14 0.15
H -2.39030 -3.25470 0.96950 0.08 0.07 0.03 0.17
H -2.09130 -2.50750 2.57080 -0.03 0.05 -0.04 0.14
H -0.71740 -2.94180 1.48900 -0.28 -0.01 0.04 0.24
I 4.19340 -1.33290 -0.93110 0.02 0.20 0.10 -0.01
C 2.73390 0.02150 -0.06560 0.01 -0.09 0.10 -0.66
H 2.92550 0.96210 -0.59600 -0.20 -0.30 0.08 0.19
H 3.05220 0.11320 0.97790 -0.13 -0.10 -0.29 0.20
C -1.14860 4.82730 -5.82020 0.01 0.01 0.08 -0.63
C -0.17860 5.25260 -4.75040 0.21 0.35 -0.41 -0.02
C 0.77590 6.22180 -5.05770 0.09 -0.06 0.18 -0.26
C 1.72110 6.58680 -4.10830 -0.16 0.12 -0.44 -0.21
C 1.70370 6.01560 -2.85730 -0.09 -0.25 0.38 -0.26
C 0.73040 5.06570 -2.50900 0.00 0.54 -0.90 0.18
N 0.70170 4.45830 -1.28090 -0.20 -0.65 0.34 -0.63
C 1.19340 4.87590 -0.07160 -0.04 -0.63 0.49 0.21
C 1.42740 6.20890 0.26550 0.14 0.51 0.07 -0.29
C 1.90790 6.55620 1.51820 -0.01 -0.35 0.13 -0.19
C 2.13120 5.57540 2.48580 0.09 0.71 0.01 -0.29
C 1.84290 4.26360 2.18950 -0.16 -0.39 -0.37 -0.16
C 1.37230 3.87610 0.93270 0.26 1.10 0.10 -0.15
C 1.07840 2.43530 0.71470 -0.06 -1.32 0.21 0.74
O 1.22910 1.64110 1.66900 -0.01 0.79 -0.24 -0.73
O 0.66870 2.04620 -0.43470 0.31 0.08 0.40 -0.77
C -0.22040 4.67890 -3.48770 0.16 -0.03 0.52 0.02
C -1.26660 3.64600 -3.17360 0.05 0.04 0.00 -0.66
H -0.90700 5.30190 -6.77100 0.01 0.01 0.01 0.20
H -2.17450 5.09590 -5.56020 -0.05 -0.05 0.00 0.21
H -1.11360 3.74700 -5.95820 -0.08 -0.07 -0.04 0.22
H 0.79130 6.66790 -6.04480 0.01 -0.02 -0.03 0.19
H 2.48960 7.30580 -4.36910 0.00 0.01 0.07 0.20
H 2.47310 6.25940 -2.14050 0.04 0.04 0.05 0.21
H 0.52320 3.42970 -1.23150 -0.01 0.22 -0.19 0.46
H 1.21430 6.99280 -0.45080 0.04 -0.08 -0.03 0.21
H 2.10610 7.59690 1.74950 -0.04 0.00 -0.04 0.19
H 2.51640 5.84860 3.46250 -0.03 -0.02 -0.05 0.20
H 1.98070 3.48620 2.92830 -0.02 -0.08 -0.05 0.24
H -1.32310 3.44050 -2.10890 -0.05 -0.05 0.05 0.24
H -1.04480 2.70500 -3.68050 -0.03 -0.09 0.02 0.23
H -2.24830 3.98350 -3.51160 -0.03 -0.05 -0.01 0.20
C 1.21750 -0.92270 -3.06420 -0.04 0.42 0.29 -1.00
As 0.55010 -2.67760 -2.36460 -0.19 -0.12 -1.27 0.88
C 0.12810 -6.01430 -2.44810 -0.32 -0.85 -0.08 -1.37
C -1.29280 -1.91560 -2.31880 -0.11 0.10 0.14 -0.97
S 0.99840 -2.58390 -0.23100 0.31 0.78 0.39 -0.63
H 0.68010 -0.70980 -3.99050 -0.10 -0.10 -0.09 0.20
H 2.28320 -0.93910 -3.28770 -0.01 -0.05 0.12 0.22
H 1.00050 -0.12410 -2.33270 0.17 -0.15 -0.45 0.21
H -0.09020 -5.57920 -3.42520 0.04 0.16 0.03 0.14
H -0.47940 -5.55710 -1.66440 -0.04 0.15 0.09 0.14
H 1.19070 -5.94360 -2.21760 0.10 0.18 0.03 0.14
H -1.57110 -1.52930 -3.30280 0.11 -0.04 -0.06 0.20
H -1.27140 -1.08610 -1.60190 -0.13 -0.14 -0.17 0.19
H -2.04440 -2.64830 -2.01730 0.16 -0.05 0.11 0.21
```
Positions in Å, forces in eV/Å.